[1]
Here is a single C7H15NO molecule at a distorted geometry from the OMol25 dataset. Energies are from wB97M-V/def2-TZVPD.

Properties
Kohn-Sham gap (spin up / spin down), eV: 6.46 / 6.46
Largest force on an atom, eV Å⁻¹: 1.73
Molar mass, g mol⁻¹: 129.20
Electronic energy, Eh: -405.5613

Positions of all 24 atoms, in Å:
C -1.5106 0.2397 0.4156
C -0.4066 0.9681 -0.2484
C 2.0815 0.5368 -0.5328
C 1.1340 0.7438 1.7285
C 0.2507 -1.8931 -1.0910
C -2.8388 0.4188 -0.2680
N 0.8813 0.3845 0.3117
C 0.2991 -1.2865 0.2801
O 0.4904 -1.9323 1.2868
H -1.5007 -0.5169 1.1990
H -0.3076 0.7899 -1.3462
H -0.4224 2.0566 -0.0949
H 2.8250 -0.1962 -0.2180
H 1.8401 0.3744 -1.5814
H 2.4726 1.5477 -0.4123
H 1.8635 0.0497 2.1418
H 1.5040 1.7690 1.7510
H 0.2114 0.6865 2.2988
H -0.1311 -1.1914 -1.8331
H 1.2514 -2.2178 -1.3994
H -0.3681 -2.7873 -1.0374
H -2.8643 0.0623 -1.3168
H -3.6383 -0.0871 0.2796
H -3.1167 1.4809 -0.3132

Computed Mulliken charges, given in elementary charges: -0.217, -0.782, -0.968, -0.941, -1.287, -1.423, 0.271, 0.815, -0.587, 0.490, 0.231, 0.469, 0.359, 0.326, 0.359, 0.338, 0.356, 0.348, 0.245, 0.313, 0.370, 0.267, 0.345, 0.305



[2]
Here is a molecular structure, C7H15NO at a distorted geometry from the OMol25 dataset. Energies are from wB97M-V/def2-TZVPD.

Properties
Kohn-Sham gap, eV: 8.13
Largest force on an atom, eV Å⁻¹: 2.76
Molar mass, g mol⁻¹: 129.20
Electronic energy, Eh: -405.5453

Positions of all 24 atoms, in Å:
C -0.1896 0.9094 -0.0713
C 0.9448 -0.7879 -2.3532
C -1.4912 1.1601 0.6646
C 0.9877 1.7163 0.4625
C -0.3084 -0.8700 -1.5740
N -1.4867 -0.9593 -1.8994
H -0.3369 1.2539 -1.0972
H -2.2324 -1.0668 -1.2272
H 1.8157 -0.6686 -1.7134
H 1.0475 -1.7033 -2.9383
H 0.8812 0.0689 -3.0264
H -1.3841 1.0560 1.7458
H 0.8010 2.7945 0.3803
H -1.8717 2.1731 0.4842
H -2.2756 0.4668 0.3416
H 1.9005 1.5128 -0.1066
H 1.1969 1.5049 1.5143
C 0.0550 -1.1617 2.0839
C 0.4798 -1.0544 0.6480
O 0.0808 -1.9856 -0.1519
H 1.5039 -0.6910 0.4998
H -1.0160 -1.3492 2.1560
H 0.3303 -0.2861 2.6700
H 0.5673 -2.0328 2.5082

Computed Mulliken charges, given in elementary charges: 0.301, -1.023, -1.332, -1.409, 0.738, -0.551, 0.351, 0.265, 0.267, 0.338, 0.298, 0.290, 0.431, 0.404, 0.210, 0.315, 0.263, -1.441, 0.478, -0.578, 0.348, 0.300, 0.310, 0.428



[3]
Here is a single C7H15NO molecule at a distorted geometry from the OMol25 dataset. Energies are from wB97M-V/def2-TZVPD.

Properties
Kohn-Sham gap, eV: 10.15
Largest force on an atom, eV Å⁻¹: 1.09
SMILES: C=C(C)[C@H](C)C[C@@H](N)O
Molar mass, g mol⁻¹: 129.20
Electronic energy, Eh: -405.6860

Positions of all 24 atoms, in Å:
C -2.2606 0.3086 1.6550
C -1.6504 -0.0481 0.5093
C -2.4088 -0.7806 -0.5636
C -0.1840 0.3161 0.2672
C -0.1365 1.6812 -0.4423
C 0.5946 -0.7634 -0.5264
C 2.1235 -0.8101 -0.3536
N 2.8211 0.4240 -0.1160
O 2.4448 -1.6398 0.7354
H -3.3043 0.0765 1.8428
H -1.7359 0.8587 2.4304
H -2.3060 -0.2714 -1.5265
H -2.0413 -1.8064 -0.6652
H -3.4790 -0.8423 -0.3371
H 0.2909 0.4260 1.2514
H 0.8036 2.2008 -0.2387
H -0.2339 1.5770 -1.5286
H -0.9365 2.3491 -0.1028
H 0.3724 -0.6381 -1.5944
H 0.2138 -1.7530 -0.2402
H 2.5452 -1.2798 -1.2497
H 2.5739 1.1044 -0.8299
H 2.4938 0.8044 0.7713
H 3.3995 -1.4939 0.8523

Computed Mulliken charges, given in elementary charges: -1.098, 0.374, -1.312, 0.765, -1.452, -0.948, -0.070, -0.768, -0.581, 0.296, 0.278, 0.299, 0.279, 0.403, 0.393, 0.356, 0.332, 0.428, 0.400, 0.312, 0.389, 0.278, 0.301, 0.344



[4]
Here is 2 unconnected molecules or ions with the total composition C7H15NO2 from the OMol25 dataset. Energies are from wB97M-V/def2-TZVPD.

Properties
Kohn-Sham gap, eV: 9.97
Largest force on an atom, eV Å⁻¹: 0.87
SMILES: C=C(C)CC.CNC(=O)O
Molar mass, g mol⁻¹: 145.20
Electronic energy, Eh: -480.9584

Positions of all 25 atoms, in Å:
C -0.9491 1.3321 -1.3380
C -0.4513 1.5496 -0.1089
C 0.9186 2.1403 0.0804
C -1.2318 1.2577 1.1538
C -1.8631 -0.1313 1.2352
H -1.9456 0.9272 -1.4853
H -0.3781 1.5636 -2.2318
H 0.8387 3.1760 0.4247
H 1.4991 2.1329 -0.8485
H 1.4877 1.5709 0.8220
H -0.5816 1.3828 2.0290
H -2.0133 2.0210 1.2535
H -2.9013 -0.0543 1.5747
H -1.3315 -0.7449 1.9707
H -1.8582 -0.6758 0.2867
C 0.8318 -1.7543 -1.8021
N 1.5470 -1.2604 -0.6548
C 1.3564 -1.6592 0.6246
O 1.9190 -1.1875 1.5951
O 0.4677 -2.6549 0.7556
H -0.2020 -1.9975 -1.5433
H 0.8440 -0.9817 -2.5749
H 1.3404 -2.6478 -2.1713
H 2.2120 -0.5089 -0.7702
H 0.4446 -2.7957 1.7232

Computed Mulliken charges, given in elementary charges: -1.143, 0.981, -1.514, -0.595, -0.909, 0.309, 0.362, 0.370, 0.351, 0.330, 0.286, 0.429, 0.325, 0.186, 0.220, -0.885, -0.073, 0.599, -0.649, -0.482, 0.274, 0.313, 0.315, 0.259, 0.342



[5]
Here is 2 unconnected molecules or ions with the total composition C7H15NO2 at a distorted geometry from the OMol25 dataset. Energies are from wB97M-V/def2-TZVPD.

Properties
Kohn-Sham gap, eV: 10.28
Largest force on an atom, eV Å⁻¹: 1.47
SMILES: CC[C@H]1CCC(=O)NC1.O
Molar mass, g mol⁻¹: 145.20
Electronic energy, Eh: -480.9843

Positions of all 25 atoms, in Å:
C -0.9110 -0.2054 -3.1530
C -1.3917 -0.7404 -1.8078
C -0.6512 -0.1776 -0.5936
C -1.3237 -0.5756 0.7185
C -0.6202 0.0642 1.9110
C 0.8847 -0.0794 1.8944
O 1.5568 -0.0897 2.9250
N 1.4784 -0.2033 0.6666
C 0.8049 -0.6310 -0.5586
H -0.8852 0.8943 -3.1502
H 0.0962 -0.5661 -3.4040
H -1.5834 -0.5250 -3.9606
H -2.4606 -0.5057 -1.6877
H -1.3161 -1.8404 -1.7946
H -0.6656 0.9248 -0.6642
H -2.3808 -0.2746 0.7121
H -1.3040 -1.6733 0.8149
H -0.8204 1.1481 1.9325
H -0.9818 -0.3362 2.8665
H 2.4751 -0.3893 0.7115
H 0.8501 -1.7297 -0.6410
H 1.3664 -0.2137 -1.4045
O 2.3604 2.8694 2.6755
H 2.4533 2.4863 1.7651
H 2.9697 2.3697 3.2263

Computed Mulliken charges, given in elementary charges: -1.244, -0.672, 0.570, -0.885, -0.444, 0.259, -0.650, -0.067, -0.867, 0.312, 0.302, 0.388, 0.363, 0.321, 0.213, 0.368, 0.298, 0.226, 0.360, 0.273, 0.269, 0.331, -0.641, 0.306, 0.313



[6]
Here is a single C7H15NO4 molecule at a distorted geometry from the OMol25 dataset. Energies are from wB97M-V/def2-TZVPD.

Properties
Kohn-Sham gap, eV: 9.76
Largest force on an atom, eV Å⁻¹: 2.10
SMILES: OC[C@H]1CN[C@H](CO)[C@@H](O)[C@@H]1O
Molar mass, g mol⁻¹: 177.20
Electronic energy, Eh: -631.3954

Positions of all 27 atoms, in Å:
O -0.7059 2.0409 -0.6244
C -1.9605 1.4612 -0.2027
C -1.8003 -0.0304 -0.0738
C -1.1346 -0.7482 -1.3572
N 0.1382 -1.4006 -1.0067
C 0.9217 -0.3329 -0.4212
C 2.4386 -0.5061 -0.4858
O 3.0071 0.6446 0.2016
C 0.4822 -0.1280 1.0573
O 0.7121 1.1830 1.5473
C -1.0350 -0.3652 1.1862
O -1.2685 -1.7230 1.6548
H -0.2405 2.3109 0.1927
H -2.3112 1.9136 0.7684
H -2.7048 1.7216 -0.9567
H -2.8744 -0.2574 0.0282
H -0.9146 0.1142 -2.0607
H -1.8618 -1.4742 -1.7499
H 0.4979 -1.7432 -1.9089
H 0.7755 0.6021 -0.8968
H 2.7943 -1.4269 0.0024
H 2.7909 -0.5236 -1.5199
H 3.8688 0.4080 0.5741
H 0.9729 -0.9701 1.6102
H 1.6778 1.3370 1.3562
H -1.4420 0.2469 2.0095
H -0.8240 -2.3542 1.0758

Computed Mulliken charges, given in elementary charges: -0.550, -1.056, 0.510, -1.091, -0.492, 0.195, -0.893, -0.570, -0.182, -0.682, -0.493, -0.636, 0.387, 0.339, 0.415, 0.422, 0.377, 0.372, 0.381, 0.240, 0.462, 0.308, 0.325, 0.474, 0.497, 0.519, 0.421



[7]
Here is 2 unconnected molecules or ions with the total composition C7H15NO4S at a distorted geometry from the OMol25 dataset. Energies are from wB97M-V/def2-TZVPD.

Properties
Kohn-Sham gap, eV: 9.57
Largest force on an atom, eV Å⁻¹: 5.26
Molar mass, g mol⁻¹: 209.27
Electronic energy, Eh: -1029.4890

Positions of all 28 atoms, in Å:
C -0.9879 -1.4842 -1.6050
C -1.4854 -1.8800 -0.2116
C -0.2796 -0.1079 -1.3252
C -0.3854 -1.3363 0.6851
C 0.7848 -2.3953 0.6107
C 1.4561 3.2863 -0.2296
C 1.6710 1.0408 0.6661
N -0.1471 0.0182 0.0471
O -2.6899 0.4945 0.4957
O -1.1193 2.3450 0.1336
O -1.0345 1.0376 2.2297
O 1.9526 1.9186 -0.2249
S -1.4125 1.0967 0.8478
H -0.3028 -2.2480 -1.9394
H -1.8042 -1.4661 -2.2595
H -2.3643 -1.2340 -0.0547
H -1.4235 -3.0124 -0.0010
H 0.6297 -0.0038 -1.8111
H -0.7644 0.7536 -1.6465
H -0.8628 -1.1137 1.7012
H 0.9744 -2.7879 -0.3762
H 0.3901 -3.2130 1.2283
H 1.5870 -2.0355 1.1440
H 0.6198 3.3369 -0.9239
H 2.2865 3.9647 -0.5819
H 1.1352 3.6145 0.7456
H 1.2614 1.1841 1.7227
H 2.3152 0.2263 0.9327

Computed Mulliken charges, given in elementary charges: -0.818, -0.710, -0.821, 0.044, -1.454, -0.640, -0.047, 0.005, -0.710, -0.629, -0.648, -0.316, 1.199, 0.278, 0.416, 0.432, 0.361, 0.484, 0.528, 0.340, 0.230, 0.420, 0.508, 0.297, 0.234, 0.357, 0.294, 0.365



[8]
Here is a gas-phase ion, C7H15NOPS (charge +1) at a distorted geometry from the OMol25 dataset. Energies are from wB97M-V/def2-TZVPD.

Properties
Kohn-Sham gap, eV: 8.10
Largest force on an atom, eV Å⁻¹: 4.02
SMILES: C=[N+](P)C(C)(C)CSC(C)=O
Molar mass, g mol⁻¹: 192.24
Charge: +1
Electronic energy, Eh: -1144.9179

Positions of all 26 atoms, in Å:
C 2.2432 0.1616 1.7483
N 1.9398 0.2804 0.5249
P 3.2867 0.9680 -0.5383
C 0.7938 -0.5118 -0.0527
C 0.5650 0.2595 -1.4225
C 1.2480 -1.8616 -0.4437
C -0.3777 -0.5616 0.9551
S -1.8928 -1.0061 0.1848
C -2.7338 0.5346 0.0043
C -4.1579 0.4348 -0.2604
O -2.2195 1.5860 0.3203
H 2.9324 0.7954 2.2245
H 1.3856 -0.1249 2.3892
H 2.3464 1.7000 -1.2896
H 3.4668 2.2737 0.2464
H 0.2669 1.2875 -1.2381
H 1.4469 0.2957 -2.2348
H -0.2987 -0.2460 -1.8139
H 1.6560 -2.2579 0.4605
H 1.9681 -1.9706 -1.1632
H 0.3921 -2.5133 -0.7444
H -0.5619 0.3880 1.4046
H -0.2160 -1.2816 1.8009
H -4.4293 0.3860 -1.3156
H -4.4909 1.4086 0.0480
H -4.5594 -0.4245 0.2051

Computed Mulliken charges, given in elementary charges: -0.201, 0.122, -0.051, 1.670, -2.265, -1.717, -1.517, -0.228, 0.876, -1.226, -0.529, 0.331, 0.294, 0.150, 0.130, 0.588, 0.482, 0.544, 0.489, 0.464, 0.374, 0.692, 0.483, 0.314, 0.340, 0.393



So what do the calculations give for ΔE to the lowest compared entry with this formula, charge and spin? Going down the list: 4.790; 5.226; 1.396; 0.736; 0.033; 0.635; 3.208; 0.007 eV.